ORCA calculation (ωB97M-V/def2-TZVPD) on a molecular structure, C4H9CdO3.

Values from the calculation:
LUMO in eV: -6.05
Orbital gap in eV: 5.949
Total charge: +1
M in g mol⁻¹: 217.525

```
17
Properties=species:S:1:pos:R:3:nbo_charge:R:1
O 1.359 0.323 -0.211 -1.0261
C -0.015 0.460 -0.331 -0.0585
C -0.750 -0.824 0.043 -0.4160
C -2.263 -0.725 -0.170 -0.5164
C -2.925 0.279 0.727 0.4283
O -3.759 1.083 0.374 -0.4976
H 4.710 -0.066 0.750 0.5639
H -0.309 0.741 -1.363 0.1629
H -0.386 1.279 0.320 0.1656
H -0.533 -1.074 1.094 0.2095
H -0.362 -1.653 -0.567 0.2165
H -2.518 -0.498 -1.215 0.2309
H -2.616 0.233 1.798 0.1047
H -2.724 -1.696 0.082 0.2512
Cd 2.917 0.963 -0.826 1.6800
O 4.656 0.535 -0.040 -1.0452
H 5.516 0.642 -0.464 0.5464
```